1:
DFT (the ωB97M-V functional and the def2-TZVPD basis) results for an isolated molecule of C3H3N3S.

Properties
HOMO level	-9.8	eV
SMILES	S=Cn1cnnc1
net charge	0
HOMO-LUMO gap	8.684	eV

Each atom is followed by the atoms it is bonded to, with distances in Å.
CARTESIAN COORDINATES (ANGSTROEM)
1 N 2.37823 0.34926 -0.10152  C3 1.314, N4 1.382
2 N 0.16897 0.22269 0.01869  C3 1.396, C7 1.368, C10 1.375
3 C 1.28020 1.06626 -0.01853  N1 1.314, N2 1.396, H5 1.079
4 N 2.06076 -0.98818 0.03719  N1 1.382, C7 1.355
5 H 1.36080 2.13558 -0.13500  C3 1.079
6 H -0.93354 1.74852 0.61235  C10 1.166
7 C 0.70679 -1.03515 0.00655  N2 1.368, N4 1.355, H8 1.218
8 H 0.12738 -2.02967 0.40590  C7 1.218
9 S -2.37876 -0.21372 -0.06921  C10 1.580
10 C -1.11200 0.71532 0.10259  N2 1.375, H6 1.166, S9 1.580

***

2:
DFT (the ωB97M-V functional and the def2-TZVPD basis) results for an isolated molecule of C3H3N3S.

Properties
HOMO level (alpha / beta)	-7.9 / -7.7	eV
net charge	0
HOMO-LUMO gap (alpha / beta)	6.574 / 6.386	eV

Each atom is followed by the atoms it is bonded to, with distances in Å.
CARTESIAN COORDINATES (ANGSTROEM)
1 S 3.77499 0.16973 -0.04517  N4 1.572
2 C 1.19445 0.73862 -0.23751  N4 1.339, H6 1.153, C7 1.436
3 C 0.04252 -1.27330 0.22263  N5 1.327, C7 1.383, H8 1.129
4 N 2.22912 -0.10323 -0.12316  S1 1.572, C2 1.339
5 N 1.24763 -1.81755 0.10848  C3 1.327, N10 1.148
6 H 1.24422 1.81447 -0.65045  C2 1.153
7 C -0.06722 0.07047 -0.08451  C2 1.436, C3 1.383, H9 1.142
8 H -0.72500 -2.00981 0.60182  C3 1.129
9 H -0.99891 0.70592 -0.26299  C7 1.142
10 N 2.00505 -2.67867 0.15686  N5 1.148

***

3:
DFT (the ωB97M-V functional and the def2-TZVPD basis) results for an isolated molecule of C3H3N3S.

Properties
HOMO level	-9.0	eV
SMILES	N#C/C=N/NC=S
net charge	0
HOMO-LUMO gap	8.113	eV

Each atom is followed by the atoms it is bonded to, with distances in Å.
CARTESIAN COORDINATES (ANGSTROEM)
1 C -2.13569 0.07373 0.00494  N7 1.369, H8 1.093, S10 1.624
2 N 3.42215 -1.50876 -0.00187  C9 1.156
3 H -0.60889 1.46988 -0.01910  N7 1.020
4 H 1.59464 1.14861 0.02591  C6 1.098
5 N 0.18755 -0.41075 -0.00919  C6 1.276, N7 1.345
6 C 1.36722 0.07513 -0.00098  H4 1.098, N5 1.276, C9 1.439
7 N -0.82647 0.47294 -0.01050  C1 1.369, H3 1.020, N5 1.345
8 H -2.78865 0.94963 0.01387  C1 1.093
9 C 2.49139 -0.82256 -0.00072  N2 1.156, C6 1.439
10 S -2.70325 -1.44786 -0.00238  C1 1.624

***

Energies relative to the most stable structure, in eV: 1 0.126; 2 2.547; 3 0.000.